Molecular formula: C40H68O33
Method: DFT, ωB97M-V/def2-TZVPD

Each line ends with the Löwdin charge.
Atoms and positions in Å:
C: 1.125417 -5.110297 -2.629093  -0.14
C: 0.549607 -5.438477 -3.978903  -0.12
O: 1.047317 -6.767667 -4.172573  0.06
C: 1.832307 -7.149237 -3.115043  -0.55
O: 2.470307 -8.191817 -3.107503  0.12
O: 1.742567 -6.273027 -2.131543  0.09
H: 0.383307 -4.834447 -1.879913  0.14
H: 1.801127 -4.301937 -2.908513  0.11
H: 0.847377 -4.685827 -4.708943  0.12
H: -0.539443 -5.406217 -3.946773  0.13
C: -2.744873 -3.909067 4.247267  -0.13
C: -1.318893 -4.279097 4.611647  -0.18
O: -0.694443 -4.181057 3.423127  0.07
C: -1.557263 -3.722207 2.434967  -0.53
O: -1.306433 -3.540967 1.270937  0.15
O: -2.766723 -3.681797 2.894137  0.11
H: -3.105103 -3.043877 4.803857  0.12
H: -3.366523 -4.796767 4.363997  0.14
H: -1.441423 -5.313057 4.934167  0.13
H: -0.967493 -3.764997 5.506247  0.13
C: 1.766557 -0.462877 -0.499543  0.02
C: 0.724047 -1.625147 -0.737033  -0.23
C: -0.691113 -1.070857 -0.850433  -0.12
O: -1.041633 -1.052767 -2.207453  0.06
C: -0.097363 -1.785477 -2.894543  -0.44
O: -0.168903 -2.187787 -4.125303  0.04
O: 0.911707 -2.115857 -2.087503  0.06
H: 1.479637 0.472393 -0.980213  0.07
H: 2.771967 -0.778197 -0.778523  0.06
H: 1.781637 -0.237157 0.566727  0.08
H: 0.825797 -2.337997 0.081247  0.14
H: -0.782843 -0.136087 -0.297363  0.12
H: -1.376443 -1.777807 -0.382843  0.11
C: 5.460167 1.147633 -0.403723  -0.02
C: 6.132527 0.481643 0.787227  -0.34
C: 7.000037 1.386263 1.585117  -0.14
O: 6.627027 1.129963 2.897847  0.08
C: 5.524117 0.364783 2.981587  -0.49
O: 5.044967 -0.055657 4.028367  0.12
O: 5.085797 0.104253 1.694797  0.05
H: 5.251887 0.274583 -1.022203  0.08
H: 6.187467 1.826263 -0.849353  0.09
H: 4.567857 1.664993 -0.051273  0.07
H: 6.639547 -0.422947 0.451447  0.15
H: 6.846167 2.415703 1.261607  0.13
H: 8.054137 1.204153 1.375797  0.14
C: 3.697667 0.639403 -3.867033  -0.07
C: 2.499217 1.590723 -4.159073  -0.38
C: 1.389317 1.021643 -4.958593  -0.18
O: 0.200717 1.410603 -4.332433  0.09
C: 0.473317 1.916973 -3.167833  -0.57
O: -0.334623 2.233343 -2.278313  0.09
O: 1.792687 1.921763 -2.986323  0.04
H: 4.519037 1.135083 -3.349573  0.06
H: 4.087897 0.346713 -4.841783  0.05
H: 3.415407 -0.327317 -3.450043  0.07
H: 2.927387 2.515903 -4.544843  0.08
H: 1.576827 -0.047467 -5.058323  0.12
H: 1.546767 1.320523 -5.994923  0.09
C: -1.428623 5.645843 0.679747  0.01
C: -2.190663 4.329563 1.128077  -0.29
C: -2.614933 3.449403 0.014197  -0.10
O: -2.325043 2.165833 0.515897  0.11
C: -1.551513 2.213733 1.534307  -0.59
O: -0.909633 1.287003 2.012627  0.11
O: -1.403633 3.468963 1.932547  0.11
H: -1.129613 6.196153 1.571857  0.07
H: -2.037273 6.399873 0.180657  0.08
H: -0.482563 5.390813 0.202237  0.06
H: -3.116863 4.531603 1.666067  0.15
H: -2.101243 3.682153 -0.918563  0.13
H: -3.659263 3.727953 -0.126813  0.14
C: -3.895523 -0.378557 2.150957  0.01
O: -4.654913 -1.233327 1.194917  -0.03
C: -6.004143 -1.116467 1.168177  -0.54
O: -6.687883 -0.427917 1.924207  0.10
O: -6.486143 -1.931047 0.196597  -0.02
C: -7.846293 -1.986807 -0.116993  -0.07
H: -4.100713 -0.839197 3.117287  0.08
H: -4.309163 0.628963 2.194737  0.10
H: -2.880793 -0.299647 1.760827  0.08
H: -8.082873 -1.156887 -0.782843  0.10
H: -8.406963 -1.893467 0.813077  0.09
H: -8.209923 -2.857647 -0.662443  0.09
C: 3.502567 -3.079977 1.902217  -0.06
O: 3.551237 -2.871507 0.535557  -0.01
C: 4.410667 -3.498557 -0.279273  -0.59
O: 5.320317 -4.247697 0.063487  0.11
O: 4.148997 -3.163437 -1.504773  -0.01
C: 4.839977 -3.662897 -2.635393  -0.03
H: 2.739547 -2.395037 2.272027  0.08
H: 4.348677 -2.813527 2.535617  0.10
H: 3.153607 -4.069987 2.195847  0.10
H: 4.880937 -2.988207 -3.490513  0.09
H: 4.205397 -4.504117 -2.914233  0.09
H: 5.823497 -4.047087 -2.364893  0.10
C: 0.423337 -0.806587 4.163267  -0.03
C: -0.983873 -0.442967 4.713247  -0.20
O: -1.318133 -1.011937 5.984957  0.00
C: -2.663593 -1.058157 6.349107  -0.61
O: -3.603593 -0.755797 5.695707  0.14
O: -2.729183 -1.281507 7.633107  0.02
C: -3.972173 -1.427457 8.260927  -0.05
H: 0.336447 -1.817967 3.766187  0.05
H: 1.177177 -0.774857 4.949907  0.08
H: 0.791157 -0.168847 3.359467  0.06
H: -1.815493 -0.708287 4.060467  0.09
H: -1.023983 0.628113 4.911457  0.13
H: -4.735803 -1.938347 7.674447  0.10
H: -4.408283 -0.458177 8.502557  0.10
H: -3.895743 -1.899307 9.240527  0.09
C: -3.092003 2.984533 -5.354073  -0.07
C: -4.364903 3.235733 -4.481833  -0.23
O: -4.232893 2.487223 -3.295313  -0.01
C: -5.225803 2.425253 -2.345183  -0.50
O: -6.182803 3.203643 -2.235943  0.09
O: -4.957003 1.410973 -1.466333  -0.01
C: -3.906183 0.484493 -1.697333  -0.05
H: -2.988333 3.553923 -6.277733  0.07
H: -3.048123 1.911883 -5.542783  0.08
H: -2.245153 3.284343 -4.736773  0.06
H: -5.202943 3.020183 -5.144643  0.12
H: -4.573493 4.284263 -4.269283  0.11
H: -3.718713 -0.121767 -0.811103  0.08
H: -2.932963 0.906093 -1.948713  0.08
H: -4.188223 -0.202107 -2.495543  0.11
C: 0.804257 6.428573 -2.211643  -0.10
C: 1.885417 5.319813 -2.212573  -0.22
O: 1.636857 4.629783 -0.979623  0.03
C: 2.513977 3.918213 -0.397713  -0.63
O: 3.666817 3.874623 -0.698543  0.11
O: 1.987067 3.425463 0.765417  -0.02
C: 2.743827 2.949293 1.846697  -0.05
H: 1.101477 6.966963 -1.311703  0.07
H: -0.245183 6.137893 -2.163803  0.06
H: 0.932647 7.065963 -3.086483  0.06
H: 2.841567 5.843073 -2.220233  0.11
H: 1.878957 4.669633 -3.087403  0.09
H: 2.563497 1.907993 2.113677  0.08
H: 2.444377 3.530123 2.719097  0.10
H: 3.809397 3.019153 1.628147  0.08

Forces on the atoms, in the same order (eV/Å):
C -0.6 1.7 0.2
C -1.0 -0.4 0.5
O 0.5 -0.1 -0.4
C 0.6 -2.6 -1.2
O -1.3 2.2 0.1
O 0.8 0.0 0.1
H 0.2 0.4 -0.2
H 0.5 0.0 1.4
H 0.3 -0.6 -0.3
H -0.1 -0.5 -0.2
C -1.5 -0.5 2.2
C -2.5 -1.4 2.2
O 2.1 1.1 -2.9
C 1.5 -0.9 -2.1
O 0.8 0.0 1.4
O -1.0 1.2 -0.6
H -0.3 -0.1 -0.2
H -0.4 0.4 0.6
H 0.9 -0.4 -0.1
H 0.7 0.7 -0.7
C -0.7 -0.9 0.2
C 0.9 2.9 -0.4
C -0.5 -1.0 2.2
O 1.3 -0.4 -2.2
C -1.0 -1.4 -4.0
O 0.2 2.2 5.9
O 0.1 -0.7 -0.1
H 0.0 -0.2 -0.3
H -0.1 0.0 -0.1
H 0.0 -0.1 0.2
H 0.0 -0.6 -0.8
H -0.1 0.4 -0.7
H -0.1 0.0 0.2
C 0.7 -1.1 0.6
C -1.1 -0.1 -1.1
C 0.6 0.5 -1.2
O 0.3 0.2 1.9
C -0.9 -1.3 0.7
O 0.9 1.2 -2.8
O 0.2 -0.3 2.0
H -0.5 0.7 -0.7
H -0.3 0.0 -0.4
H 0.1 0.1 -0.4
H 0.1 -0.1 0.3
H -0.4 0.3 0.6
H 0.1 -0.3 0.6
C -0.8 0.3 -1.0
C 1.8 -0.4 1.0
C 1.9 -1.2 -2.2
O -1.4 -0.5 -1.5
C -1.0 0.6 3.4
O 1.7 -0.6 -2.3
O 0.1 0.9 2.2
H -0.3 0.0 0.2
H 0.2 0.2 -0.3
H -0.2 0.2 0.6
H -0.1 0.2 -0.3
H -1.0 -0.4 0.6
H -0.9 0.7 -0.2
C -0.1 -1.0 1.8
C 0.2 2.2 -0.1
C -0.3 1.4 -1.1
O -2.2 -1.7 -2.5
C 3.3 -0.7 1.7
O -1.5 0.9 -0.5
O 0.8 0.9 1.1
H 0.0 -0.2 0.4
H -0.2 -0.6 -0.6
H -0.3 -0.1 -0.5
H 0.3 0.6 0.6
H 0.3 -0.7 0.0
H -0.3 -1.2 -0.3
C -1.7 -0.4 -0.5
O -0.6 0.7 -0.2
C -0.7 0.7 1.1
O 1.2 -1.2 -1.4
O 2.0 -0.5 0.0
C -1.3 1.4 0.5
H 0.8 0.1 0.1
H -0.2 -0.1 -0.2
H -0.1 -0.5 0.4
H -0.1 0.3 0.2
H -0.3 0.1 -0.1
H 1.0 -0.5 0.3
C -0.8 0.0 2.2
O 0.2 0.3 -1.7
C 2.2 -1.6 1.6
O -1.3 1.0 -0.1
O -1.1 2.1 -0.9
C -0.1 -1.8 0.2
H -0.2 0.1 -0.2
H 0.7 -0.1 -0.8
H 0.2 -0.3 -0.4
H -0.1 0.5 0.6
H 0.4 -0.3 -0.5
H 0.0 0.2 0.0
C -1.0 -0.8 0.7
C -0.1 1.3 -0.6
O -1.2 -1.4 1.3
C 2.5 1.7 -0.2
O -1.0 -0.1 -1.7
O 1.4 -1.3 1.5
C -1.7 0.6 0.5
H 0.5 -0.1 0.0
H -0.1 -0.1 0.1
H -0.6 0.3 0.1
H 0.4 0.2 -0.5
H -0.1 0.2 -0.5
H 0.4 -0.2 -0.3
H 0.1 0.3 -0.3
H 0.7 -0.4 -0.3
C -0.3 0.2 1.7
C 0.2 1.3 -2.1
O -1.1 -0.9 1.0
C -0.3 1.0 -0.1
O 2.5 -2.3 -0.3
O -0.9 1.7 -0.3
C 1.0 -0.9 -0.6
H -0.6 0.0 0.0
H 0.2 0.1 -0.1
H 0.3 -0.3 -0.1
H -0.5 -1.0 0.6
H 0.6 0.2 0.4
H -0.6 0.3 0.2
H -0.3 0.5 -0.1
H 0.0 0.1 -0.1
C 1.0 -0.3 -0.1
C -0.9 1.0 -0.4
O -2.5 0.6 -1.0
C 1.6 -0.2 2.5
O 1.4 -0.8 -0.3
O -1.3 0.0 -1.2
C 0.8 0.0 0.2
H -0.6 0.5 0.0
H 0.2 -0.4 0.1
H 0.1 0.0 0.1
H 0.2 -0.4 0.3
H -0.2 -0.3 0.3
H -0.4 -0.2 -0.5
H 0.3 0.2 0.0
H 0.1 0.3 0.2

Summary:
E_HOMO (alpha / beta): 0.33 / -8.53 eV
total charge: -1
spin multiplicity: 2